# C28H35FN4O5SSe2Ti

A structure of composition C28H35FN4O5SSe2Ti in a non-equilibrium geometry (ωB97M-V with the def2-TZVPD basis set, OMol25).

Structure (XYZ):
```
77
Properties=species:S:1:pos:R:3:forces:R:3:mulliken_charge:R:1
Ti -0.236865 1.142150 -0.209335 -1.5 0.2 0.8 0.29
C 4.598899 3.732461 0.423770 -0.1 0.0 0.0 -1.42
C 3.165905 3.314284 0.263960 0.0 -0.2 -0.1 0.37
N 2.157926 4.007970 0.604675 -0.1 -0.1 0.0 0.25
O 2.493204 5.224469 1.163813 0.0 0.1 0.0 -0.53
C 2.863716 1.985371 -0.342104 0.1 0.1 0.0 0.42
C 3.978507 1.143725 -0.878631 0.0 0.0 0.0 -1.69
N 1.659035 1.577899 -0.388608 1.5 0.3 -0.2 0.94
O 1.342139 0.388988 -0.924294 0.3 -0.1 -0.3 -0.50
H 4.652615 4.725645 0.855488 0.0 0.0 0.0 0.43
H 5.109787 3.735923 -0.540510 0.0 0.0 0.0 0.31
H 5.127544 3.035364 1.076697 0.0 0.0 0.0 0.29
H 1.627651 5.595133 1.360490 -0.1 0.1 0.0 0.35
H 4.720712 0.955741 -0.100418 0.0 0.0 0.0 0.38
H 4.482138 1.648979 -1.705487 0.0 0.0 0.0 0.36
H 3.585607 0.196203 -1.230262 0.0 0.0 0.0 0.33
O -1.478762 4.080657 4.571306 0.0 -0.1 0.0 -0.53
C -2.304275 2.957816 4.280354 0.0 0.1 0.0 -1.43
C -1.907140 2.379189 2.915905 0.1 0.1 -0.1 2.23
C -2.781710 1.140809 2.758950 0.0 -0.1 -0.1 -1.74
O -2.779442 0.706113 1.407032 -0.1 0.1 -0.1 -0.27
C -0.396243 2.073153 2.958608 -0.1 -0.1 0.0 -1.26
Se 0.237764 0.406381 2.091679 -0.2 0.2 0.0 -0.43
C -2.257084 3.431483 1.852483 0.0 -0.1 -0.1 -1.52
Se -1.440655 3.296879 0.061253 0.0 0.3 0.1 -0.47
H -1.670595 4.385204 5.461393 0.0 0.0 0.0 0.33
H -3.359893 3.253342 4.257385 0.0 0.0 0.0 0.42
H -2.182392 2.179871 5.044499 0.0 0.0 0.0 0.49
H -3.810269 1.395384 3.040634 0.0 0.0 0.1 0.55
H -2.417672 0.356325 3.429102 0.0 -0.1 0.0 0.43
H -3.195872 -0.159481 1.353321 0.1 -0.1 0.0 0.27
H -0.081575 1.962113 3.995404 0.0 0.0 0.0 0.53
H 0.164219 2.901598 2.536199 0.0 0.1 0.0 0.35
H -1.947673 4.406964 2.217935 0.0 0.0 0.0 0.60
H -3.336989 3.451616 1.698024 0.0 0.0 0.0 0.39
C -1.517663 3.617462 -3.594096 -0.1 0.0 0.0 -1.03
C -0.176766 3.429386 -2.945793 -0.2 0.1 -0.1 0.66
C 0.857992 4.502307 -3.140635 0.0 0.0 0.0 -1.21
O 0.064006 2.439295 -2.288320 0.2 0.0 0.1 -0.30
H -1.923872 4.598306 -3.341141 0.0 0.0 0.0 0.35
H -2.200142 2.836216 -3.266275 0.0 0.0 0.0 0.13
H -1.401676 3.576158 -4.681101 0.0 0.0 0.0 0.41
H 1.091931 4.609368 -4.202604 0.0 0.0 0.0 0.38
H 1.758367 4.258657 -2.581354 0.0 0.0 0.0 0.16
H 0.456844 5.455196 -2.788177 0.0 0.0 0.0 0.34
S 1.600784 -6.161738 -1.335381 0.0 0.0 0.0 -0.14
C 1.284229 -4.561915 -0.598734 0.0 -0.1 0.0 0.27
C 0.005248 -4.025584 -0.600933 0.0 0.0 0.0 -0.78
C -0.192827 -2.798911 0.017802 0.1 -0.1 0.1 -0.55
N 0.784394 -2.106603 0.599380 0.0 -0.3 -0.1 0.06
C 2.009082 -2.624421 0.580650 -0.1 0.1 0.0 -0.25
C 2.313330 -3.846403 -0.002922 0.0 0.0 0.0 -0.52
C 0.837733 -7.173953 -0.074391 0.0 0.1 -0.1 0.28
C -0.358227 -7.827021 -0.327226 0.0 0.0 0.0 -0.14
C -0.913783 -8.598923 0.685484 0.1 0.0 0.1 -0.33
N -0.360439 -8.747784 1.886767 0.0 0.0 -0.1 -0.57
C 0.793339 -8.117936 2.111339 -0.1 0.0 0.0 -0.37
C 1.432941 -7.326874 1.169206 0.0 0.0 0.1 -0.24
H -0.813850 -4.548238 -1.078192 0.0 0.0 0.0 0.45
H -1.177720 -2.346739 0.042660 0.0 0.0 0.0 0.41
H 2.778218 -2.032893 1.069667 0.0 0.0 -0.1 0.42
H 3.323272 -4.235781 0.003839 0.0 0.0 0.0 0.48
H -0.843872 -7.735713 -1.289738 0.0 0.0 0.0 0.40
H -1.852586 -9.118288 0.523343 0.0 0.0 0.0 0.35
H 1.231045 -8.259031 3.093934 0.0 0.0 0.0 0.35
H 2.370004 -6.836872 1.399219 0.0 0.0 0.0 0.37
F -3.669371 -1.761137 -4.522097 0.0 0.0 -0.1 -0.37
C -2.936757 -1.165505 -3.556067 0.0 0.0 0.0 0.41
C -3.579863 -0.414043 -2.596670 0.0 0.0 0.1 -0.77
C -2.814599 0.194928 -1.605250 0.0 0.0 0.0 -0.70
C -1.421136 0.055695 -1.542152 -0.1 -0.4 -0.4 1.09
C -0.828699 -0.701418 -2.563362 0.0 -0.1 0.1 0.00
C -1.565264 -1.315940 -3.567025 0.0 0.0 0.0 -0.80
H -4.656507 -0.301215 -2.633598 0.0 0.0 0.0 0.43
H -3.325190 0.817867 -0.887274 0.0 0.1 0.1 0.40
H 0.247531 -0.822967 -2.580654 0.0 0.0 0.0 0.50
H -1.091740 -1.892715 -4.352837 0.0 0.0 0.0 0.46
```
Positions in Å, forces in eV/Å.

Highest occupied orbital energy, eV: -7.535
LUMO, eV: -0.080
F_max, eV/A: 1.74
E_tot, eV: -213159.9380
Frontier orbital gap, eV: 7.45

# C28H35MnN5OP2

A structure of composition C28H35MnN5OP2 in a non-equilibrium geometry (ωB97M-V with the def2-TZVPD basis set, OMol25).

Structure (XYZ):
```
72
Properties=species:S:1:pos:R:3:forces:R:3:lowdin_spin:R:1
Mn 0.322716 -3.200461 2.670164 0.4 0.9 2.1 4.84
C -1.113909 1.993203 4.738795 -0.2 -0.4 0.3 0.00
C -1.610123 1.301755 3.709089 -0.8 0.6 0.2 0.00
C -1.289652 1.495621 2.247731 -0.3 0.1 0.0 0.00
C -0.104622 0.684445 1.752613 0.5 0.1 -0.4 0.00
C 1.260310 0.966186 2.324869 0.0 -0.9 0.6 0.00
C 1.624962 1.898989 3.203548 -0.2 -0.3 -0.2 0.00
C 0.847630 3.145170 3.513716 -0.1 0.5 0.1 0.00
C -0.191979 3.176096 4.661937 0.8 -0.1 0.2 0.00
C 2.008309 -3.417787 3.952760 0.4 -0.7 -1.1 -0.03
H -1.327197 1.638348 5.769582 -0.3 0.4 -0.8 0.00
H -2.493519 0.669755 3.885112 0.9 -0.3 0.2 0.00
H -1.124604 2.543339 1.979315 -0.2 -0.2 0.1 0.00
H -2.149872 1.160014 1.657706 0.0 0.0 0.2 0.00
H -0.278960 -0.399243 1.868162 -0.1 0.2 0.2 0.00
H -0.062498 0.812876 0.668717 0.1 0.1 -0.3 0.00
H 1.962386 0.146801 2.097622 -0.1 0.4 0.2 0.00
H 2.592003 1.794391 3.684868 0.1 0.1 -0.2 0.00
H 0.307759 3.434654 2.610516 0.5 0.3 0.1 0.00
H 1.598132 3.913821 3.743401 -0.3 0.1 -0.2 0.00
H 0.320304 3.254967 5.630975 0.0 0.0 -0.2 0.00
H -0.717083 4.148139 4.554172 -0.1 -0.6 0.1 0.00
H 1.651775 -3.464512 4.985764 0.0 -0.1 -0.5 0.00
H 2.530020 -2.469086 3.756252 0.0 -0.4 0.1 0.01
H 2.600717 -4.287881 3.664395 0.3 0.2 0.3 0.02
P 1.468276 -1.024635 -1.037896 2.0 0.2 -3.0 0.01
P -2.111343 -0.277732 -1.051390 -1.6 1.6 -2.0 0.00
N 2.826012 0.071252 -1.384668 0.3 0.3 0.9 0.00
N 2.141412 -2.295583 -2.097520 -0.3 -1.0 0.2 0.00
N -2.272983 1.403816 -1.666608 0.3 0.3 0.3 0.00
N -3.668240 -0.785308 -1.733205 -0.6 -1.2 0.1 0.00
C 0.380111 -0.287771 -2.354711 -0.7 0.1 0.2 0.00
C -1.042499 -0.900325 -2.420949 0.3 0.0 0.0 0.00
C 3.883532 0.228943 -0.482395 0.3 0.7 -0.9 0.00
C 4.872379 1.005654 -1.084133 -0.8 -0.7 0.3 0.00
C 4.425926 1.313660 -2.408513 -1.0 -0.8 0.5 0.00
C 3.180211 0.722021 -2.566574 0.7 0.4 0.5 0.00
C 2.321998 -3.611264 -1.659213 0.1 0.0 -1.2 0.00
C 2.767808 -4.387941 -2.724400 -0.3 0.8 0.5 0.00
C 2.879024 -3.521827 -3.866412 -0.4 0.8 1.1 0.00
C 2.500678 -2.248890 -3.447334 -0.1 -1.1 0.1 0.00
C -2.331965 2.549319 -0.854557 0.2 0.3 -1.1 0.00
C -2.218118 3.679121 -1.655112 -0.2 -0.9 0.3 0.00
C -2.137272 3.234199 -3.015853 0.0 -1.0 0.4 0.00
C -2.179191 1.842707 -2.995253 0.2 0.9 0.3 0.00
C -4.516439 -0.237675 -2.707743 -0.3 -0.9 0.0 0.00
C -5.448558 -1.200927 -3.093475 1.1 0.2 0.8 0.00
C -5.168394 -2.391640 -2.332884 0.6 0.6 0.2 0.00
C -4.082415 -2.113956 -1.516269 -0.6 0.7 -0.7 0.00
H 0.826618 -0.398126 -3.357694 -0.1 0.1 0.7 0.00
H 0.326393 0.790721 -2.121508 -0.1 -0.3 -0.2 0.00
H -1.495844 -0.673061 -3.407100 0.2 -0.3 0.7 0.00
H -1.019599 -1.999515 -2.305177 0.0 0.3 -0.2 0.00
H 3.824660 -0.218554 0.503174 0.1 0.1 -0.2 0.00
H 5.814542 1.298586 -0.635656 -0.2 -0.1 0.0 0.00
H 4.961495 1.876574 -3.154963 -0.1 0.0 0.0 0.00
H 2.531283 0.736205 -3.424390 0.0 0.1 0.1 0.00
H 2.093490 -3.861177 -0.635201 0.1 -0.1 0.0 0.01
H 2.981349 -5.450207 -2.698527 0.0 0.2 0.1 0.00
H 3.190581 -3.802214 -4.865390 0.0 0.1 0.2 0.00
H 2.443604 -1.338537 -4.018449 0.1 -0.1 0.1 0.00
H -2.519641 2.459146 0.202170 0.2 0.0 -0.1 0.00
H -2.204393 4.711434 -1.310992 -0.1 -0.4 -0.1 0.00
H -2.077455 3.868510 -3.900634 0.0 -0.4 0.3 0.00
H -2.188595 1.149555 -3.829641 0.1 0.2 0.3 0.00
H -4.411320 0.784658 -3.042652 0.0 -0.2 0.2 0.00
H -6.233359 -1.082027 -3.834090 0.2 0.1 0.3 0.00
H -5.707077 -3.331329 -2.391699 0.2 0.2 0.1 0.00
H -3.555441 -2.729155 -0.799068 -0.1 0.0 -0.1 0.00
O -0.581726 -0.927771 6.310717 0.2 -0.2 -0.2 0.02
C -0.401752 -1.500307 5.287740 -0.4 0.4 0.1 0.03
N -0.230785 -2.068253 4.254330 -0.9 0.0 -0.9 0.06
```
Positions in Å, forces in eV/Å.

Highest occupied orbital energy (spin up / spin down), eV: -8.240 / -8.480
LUMO (spin up / spin down), eV: -1.592 / -1.810
Spin multiplicity: 6
F_max, eV/A: 3.63
E_tot, eV: -88995.3934
Frontier orbital gap (spin up / spin down), eV: 6.65 / 6.67

# C28H35N3O2PtSSi

A structure of composition C28H35N3O2PtSSi (ωB97M-V with the def2-TZVPD basis set, OMol25).

Structure (XYZ):
```
71
Properties=species:S:1:pos:R:3:forces:R:3:lowdin_spin:R:1
Pt -0.189309 -0.260384 -0.711672 -0.2 -0.2 -0.4 0.63
C -5.606116 1.364104 1.105304 0.0 0.0 0.1 0.00
Si -3.848662 0.937997 0.592998 0.0 -0.1 0.1 0.01
C -2.701818 1.155201 2.051120 0.1 0.0 0.0 0.00
C -3.329610 2.054389 -0.798684 0.1 0.0 -0.2 0.01
N -3.919928 -0.683388 0.010331 0.1 -0.1 -0.2 0.00
C -4.343542 -1.952433 0.466524 -0.1 0.0 -0.3 0.00
C -5.319522 -2.871674 0.327581 -0.1 0.1 0.2 0.00
C -5.013634 -4.234599 0.047610 0.1 -0.1 0.0 0.00
C -3.842996 -4.629600 -0.616141 -0.1 -0.1 0.1 0.00
C -2.740463 -3.958244 -1.114591 0.0 0.1 0.0 0.00
C -2.423475 -2.514289 -1.041142 -0.2 0.0 -0.1 0.01
O -0.930885 -2.298933 -1.160036 0.2 0.0 0.3 0.03
C -0.097904 -3.247299 -0.599161 -0.1 -0.1 -0.1 0.00
C -0.313202 -3.797438 0.658459 0.0 0.0 0.0 0.00
C 0.588350 -4.726154 1.153479 0.0 0.0 0.0 0.00
C 1.695924 -5.114014 0.409601 0.0 0.0 0.0 0.00
C 1.896890 -4.560198 -0.845794 0.0 0.0 0.0 0.00
C 0.998180 -3.634847 -1.353676 0.0 0.0 0.0 0.00
H -5.694401 2.412163 1.399065 0.0 0.0 0.0 0.00
H -5.912977 0.744210 1.950220 0.0 0.0 0.0 0.00
H -6.298278 1.178509 0.282374 0.0 0.0 0.0 0.00
H -2.694923 2.195244 2.388986 0.0 0.0 0.0 0.00
H -1.678272 0.901285 1.759579 0.0 0.0 0.0 0.00
H -2.996552 0.517129 2.887640 0.0 0.0 0.0 0.00
H -3.244369 3.096026 -0.482211 -0.1 0.0 0.1 0.00
H -4.048829 1.989737 -1.618913 0.0 0.0 0.0 0.00
H -2.348655 1.758345 -1.179130 0.0 0.0 0.0 0.02
H -6.357390 -2.550042 0.400429 0.0 0.0 0.0 0.00
H -5.758484 -4.997362 0.247695 0.0 0.0 0.0 0.00
H -3.815768 -5.696655 -0.843892 0.0 0.0 0.0 0.00
H -2.069160 -4.534479 -1.743770 0.0 0.0 0.0 0.00
H -1.177256 -3.507238 1.235969 0.0 0.0 0.0 0.00
H 0.417427 -5.150012 2.135780 0.0 0.0 0.0 0.00
H 2.399785 -5.832718 0.811491 0.0 0.0 0.0 0.00
H 2.766333 -4.833809 -1.431562 0.0 0.0 0.0 0.00
H 1.146304 -3.171205 -2.319296 0.0 0.0 0.0 0.00
C 5.227255 -1.312520 -0.406276 0.0 0.0 0.0 0.00
C 4.728887 -0.689648 0.896064 0.0 0.0 0.1 0.01
N 4.063140 0.584353 0.741614 0.0 0.0 0.0 0.04
C 4.867310 1.787363 0.783206 0.1 0.0 0.1 0.00
C 5.326985 2.304946 -0.578025 0.0 0.0 0.0 0.00
C 2.726650 0.693720 0.335277 0.0 -0.2 0.1 0.10
S 1.851136 -0.819673 0.282496 0.2 0.0 0.1 0.20
N 2.349703 1.902971 0.081404 -0.1 0.1 0.0 0.01
C 1.141770 2.395701 -0.310925 -0.1 0.0 0.0 0.21
O 0.066169 1.724460 -0.627628 0.0 0.3 0.1 0.23
C 1.061946 3.820680 -0.400533 0.0 0.0 0.0 0.08
C -0.149690 4.461816 -0.783250 0.0 0.0 0.0 0.09
C -0.234881 5.834374 -0.874035 0.0 0.0 0.0 0.01
C 0.862717 6.655168 -0.595813 0.0 0.0 0.0 0.14
C 2.062921 6.039545 -0.217057 0.0 0.0 0.0 0.02
C 2.167884 4.670395 -0.119728 0.0 0.0 0.0 0.08
H 5.683151 -2.287308 -0.210855 0.0 0.0 0.0 0.00
H 5.970413 -0.679885 -0.894649 0.0 0.0 0.0 0.00
H 4.387377 -1.456928 -1.085302 0.0 0.0 0.0 0.00
H 5.572425 -0.533324 1.578194 0.0 0.0 0.0 0.00
H 4.047223 -1.386532 1.383489 0.0 0.0 0.0 0.01
H 5.738379 1.568033 1.410461 0.0 0.0 0.0 0.00
H 4.289611 2.570250 1.278488 0.0 0.0 0.0 0.00
H 6.005203 1.603286 -1.066418 0.0 0.0 0.0 0.00
H 5.849193 3.258955 -0.463771 0.0 0.0 0.0 0.00
H 4.461350 2.464602 -1.218370 0.0 0.0 0.0 0.00
H -1.004313 3.840211 -1.002972 -0.1 0.0 0.0 0.01
H -1.179376 6.281924 -1.169743 0.0 0.0 0.0 0.00
H 0.787187 7.733212 -0.671630 0.0 0.0 0.0 0.01
H 2.933303 6.650273 0.006346 0.0 0.0 0.0 0.00
H 3.103513 4.213648 0.171782 0.0 0.0 0.0 0.01
C -2.949272 -1.816660 0.183639 0.0 0.1 0.3 0.01
H -2.239964 -1.706063 1.001842 0.0 0.0 0.0 0.00
H -2.768107 -1.918636 -1.899896 0.1 0.0 0.0 0.00
```
Positions in Å, forces in eV/Å.

Highest occupied orbital energy (spin up / spin down), eV: 0.665 / -0.222
LUMO (spin up / spin down), eV: 4.680 / 4.666
Spin multiplicity: 3
F_max, eV/A: 0.46
E_tot, eV: -60126.6382
Frontier orbital gap (spin up / spin down), eV: 4.02 / 4.89
Charge: -2